[1]
Formula: C25H46LuO3P2S
Source: the OMol25 dataset
Level of theory: ωB97M-V/def2-TZVPD

CARTESIAN COORDINATES (ANGSTROEM)
1 Lu -0.453 0.336 2.904
2 C 0.818 0.316 4.850
3 C 1.724 0.732 3.821
4 C 0.072 2.350 4.011
5 C -0.211 1.326 4.970
6 C 1.290 2.005 3.338
7 C 1.031 -0.835 5.753
8 H 1.703 -1.564 5.292
9 H 0.095 -1.357 5.988
10 H 1.492 -0.517 6.701
11 C -1.434 1.186 5.821
12 H -1.365 0.293 6.464
13 H -2.349 1.089 5.204
14 H -1.602 2.052 6.482
15 C -0.872 3.440 3.613
16 H -0.902 4.270 4.335
17 H -1.903 3.041 3.529
18 H -0.570 3.859 2.643
19 C 2.039 2.832 2.355
20 H 2.656 3.592 2.863
21 H 1.375 3.358 1.658
22 H 2.716 2.206 1.764
23 C 3.041 0.109 3.538
24 H 3.854 0.620 4.086
25 H 3.297 0.143 2.469
26 H 3.069 -0.947 3.828
27 C -0.374 -2.332 0.626
28 C 0.743 -2.550 1.368
29 C 2.177 -2.409 0.970
30 C 2.510 -1.519 -0.250
31 C 2.104 -0.085 -0.172
32 C 0.887 0.411 -0.421
33 C -0.334 -0.285 -0.946
34 C -0.440 -1.823 -0.782
35 H 2.600 -3.414 0.776
36 H 2.128 -1.960 -1.181
37 H 2.740 -2.033 1.843
38 H 0.287 -2.349 -1.428
39 H -1.351 -2.573 1.077
40 H 0.578 -2.931 2.391
41 H -1.451 -2.098 -1.153
42 H -1.242 0.162 -0.488
43 H 0.740 1.503 -0.300
44 H -0.411 -0.056 -2.029
45 H 3.608 -1.504 -0.323
46 H 2.888 0.585 0.187
47 P -0.901 -0.389 -4.693
48 P -0.663 2.246 -6.048
49 C -0.957 -0.490 -6.578
50 C -1.321 0.871 -7.171
51 H -1.706 -1.246 -6.856
52 H 0.022 -0.846 -6.942
53 H -0.893 1.000 -8.179
54 H -2.413 1.004 -7.259
55 C -1.442 3.586 -7.042
56 H -1.043 4.552 -6.707
57 H -2.531 3.570 -6.894
58 H -1.222 3.464 -8.114
59 C 0.980 2.330 -6.898
60 H 0.852 2.302 -7.993
61 H 1.618 1.494 -6.580
62 H 1.452 3.283 -6.621
63 C -2.417 -1.395 -4.422
64 H -2.505 -1.655 -3.361
65 H -2.384 -2.304 -5.035
66 H -3.289 -0.797 -4.718
67 C 0.435 -1.638 -4.498
68 H 1.363 -1.217 -4.906
69 H 0.190 -2.557 -5.043
70 H 0.586 -1.858 -3.436
71 C -2.140 -2.745 5.599
72 S -2.635 -2.328 3.933
73 O -2.400 -3.468 3.063
74 O -3.932 -1.701 3.962
75 O -1.557 -1.236 3.595
76 H -2.847 -3.486 6.004
77 H -2.172 -1.841 6.226
78 H -1.128 -3.177 5.566

Properties
HOMO energy ... -9.5 eV
M ... 663.62 g/mol
Frontier orbital gap ... 0.1989 Eh
LUMO ... -4.060 eV
Calculated total energy ... -3522.1004 a.u.
Charge ... +1

---

[2]
Formula: C2H4N6
Source: the OMol25 dataset
Level of theory: ωB97M-V/def2-TZVPD

CARTESIAN COORDINATES (ANGSTROEM)
1 H -0.361 -1.766 1.514
2 N 0.672 -1.733 1.194
3 C 0.726 -0.724 0.490
4 N 2.064 0.048 0.152
5 N 1.966 0.853 -0.852
6 C 0.758 1.232 -1.342
7 N -0.463 0.958 -0.881
8 N -0.389 -0.004 0.032
9 N -1.566 -0.414 0.686
10 H 0.787 2.062 -1.959
11 H -2.160 -1.103 0.096
12 H -2.033 0.590 0.870

Properties
HOMO energy ... -9.1 eV
SMILES ... [H]/N=c1/nncnn1N
M ... 112.10 g/mol
Frontier orbital gap ... 0.2990 Eh
LUMO ... -1.001 eV
Calculated total energy ... -406.9853 a.u.

---

[3]
Formula: C5H6O2
Source: the OMol25 dataset
Level of theory: ωB97M-V/def2-TZVPD

CARTESIAN COORDINATES (ANGSTROEM)
1 O -3.641 0.019 -0.124
2 C -2.510 -0.202 -0.470
3 C -1.596 -0.182 0.661
4 C -0.189 -0.155 0.375
5 C 0.992 -0.143 0.141
6 C 2.427 -0.086 -0.127
7 O 2.799 0.957 -0.999
8 H -2.262 -0.508 -1.487
9 H -1.947 0.623 1.308
10 H -2.208 -1.074 1.144
11 H 2.957 -0.014 0.833
12 H 2.763 -1.003 -0.612
13 H 2.417 1.768 -0.642

Properties
HOMO energy ... -9.9 eV
SMILES ... O=CCC#CCO
M ... 98.10 g/mol
Frontier orbital gap ... 0.3884 Eh
LUMO ... 0.712 eV
Calculated total energy ... -344.4860 a.u.

---

[4]
Formula: C26H74O17S11
Source: the OMol25 dataset
Level of theory: ωB97M-V/def2-TZVPD

CARTESIAN COORDINATES (ANGSTROEM)
1 C 4.241 0.808 6.729
2 O 4.949 -0.227 6.086
3 C 5.022 -0.062 4.712
4 O 3.745 -0.176 4.069
5 S 2.991 -1.636 4.174
6 O 4.014 -2.598 4.430
7 O 2.210 -1.498 5.615
8 C 0.796 -1.570 5.462
9 O 0.237 -0.588 6.283
10 C -0.732 0.199 5.656
11 O -0.250 0.934 4.566
12 C 0.900 1.727 4.859
13 C 0.676 3.121 4.329
14 O 1.887 3.863 4.325
15 H 3.300 1.030 6.239
16 H 4.838 1.714 6.804
17 H 4.011 0.471 7.727
18 H 5.691 -0.810 4.320
19 H 5.422 0.907 4.444
20 H 0.473 -2.554 5.778
21 H 0.519 -1.446 4.420
22 H -1.143 0.875 6.398
23 H -1.542 -0.420 5.278
24 H 1.736 1.312 4.308
25 H 1.105 1.753 5.921
26 H 0.277 3.053 3.326
27 H -0.061 3.625 4.945
28 H 2.601 3.300 4.662
29 C 1.036 -4.565 -0.070
30 S 2.189 -3.980 1.175
31 O 1.375 -3.508 2.329
32 C 2.710 -2.510 0.280
33 H 0.558 -5.465 0.306
34 H 0.282 -3.802 -0.261
35 H 1.575 -4.803 -0.986
36 H 1.842 -1.886 0.068
37 H 3.204 -2.808 -0.644
38 H 3.411 -1.965 0.909
39 C -3.200 -5.271 -1.112
40 S -2.288 -6.486 -2.071
41 O -0.892 -5.984 -2.191
42 C -3.104 -6.131 -3.630
43 H -2.812 -5.288 -0.096
44 H -3.056 -4.281 -1.546
45 H -4.257 -5.536 -1.106
46 H -2.964 -5.082 -3.889
47 H -4.167 -6.365 -3.546
48 H -2.654 -6.758 -4.397
49 C -6.841 -9.388 -6.989
50 S -5.674 -8.821 -5.745
51 O -6.462 -8.350 -4.576
52 C -5.151 -7.358 -6.651
53 H -7.324 -10.285 -6.608
54 H -7.588 -8.614 -7.167
55 H -6.304 -9.622 -7.908
56 H -6.015 -6.724 -6.852
57 H -4.674 -7.661 -7.583
58 H -4.436 -6.817 -6.037
59 C 7.054 4.339 1.482
60 S 6.590 3.857 3.148
61 O 6.353 2.385 3.115
62 C 4.975 4.633 3.122
63 H 8.029 3.905 1.270
64 H 6.315 3.961 0.776
65 H 7.114 5.425 1.426
66 H 4.385 4.230 2.300
67 H 5.091 5.711 3.007
68 H 4.484 4.421 4.070
69 C 6.970 -2.887 6.476
70 S 8.034 -1.843 7.478
71 O 9.439 -2.141 7.091
72 C 7.728 -2.700 9.030
73 H 7.047 -2.549 5.446
74 H 7.303 -3.922 6.551
75 H 5.938 -2.785 6.809
76 H 8.013 -3.747 8.932
77 H 6.672 -2.613 9.287
78 H 8.333 -2.224 9.799
79 C -0.404 -2.327 -6.399
80 S -1.590 -2.845 -5.153
81 O -2.932 -2.859 -5.800
82 C -1.494 -1.344 -4.170
83 H -0.344 -3.112 -7.148
84 H -0.743 -1.399 -6.861
85 H 0.571 -2.190 -5.932
86 H -1.758 -0.485 -4.788
87 H -0.484 -1.236 -3.775
88 H -2.200 -1.437 -3.347
89 C -6.674 0.985 -5.363
90 S -5.559 0.512 -6.693
91 O -6.272 0.776 -7.971
92 C -5.642 -1.254 -6.389
93 H -6.796 2.066 -5.397
94 H -7.639 0.500 -5.506
95 H -6.239 0.696 -4.406
96 H -6.678 -1.589 -6.456
97 H -5.228 -1.472 -5.406
98 H -5.040 -1.753 -7.143
99 C -6.203 4.588 -9.042
100 S -5.289 3.381 -10.011
101 O -3.884 3.867 -10.084
102 C -6.064 3.795 -11.581
103 H -5.838 4.535 -8.018
104 H -6.032 5.587 -9.443
105 H -7.264 4.340 -9.065
106 H -5.898 4.849 -11.808
107 H -7.130 3.578 -11.525
108 H -5.606 3.177 -12.350
109 C 0.775 5.570 1.347
110 S 1.743 4.315 0.514
111 O 3.113 4.874 0.325
112 C 0.906 4.432 -1.072
113 H 1.168 5.683 2.354
114 H 0.854 6.516 0.812
115 H -0.265 5.252 1.404
116 H 0.980 5.451 -1.449
117 H -0.138 4.144 -0.949
118 H 1.396 3.747 -1.761
119 C -1.125 7.951 6.099
120 S -0.023 7.918 4.680
121 O -0.706 7.118 3.628
122 C 1.216 6.849 5.419
123 H -2.000 8.537 5.828
124 H -1.425 6.934 6.351
125 H -0.616 8.420 6.941
126 H 0.761 5.903 5.708
127 H 1.651 7.346 6.287
128 H 1.990 6.663 4.679

Properties
HOMO energy ... -8.3 eV
M ... 1011.60 g/mol
Frontier orbital gap ... 0.3041 Eh
LUMO ... -0.047 eV
Calculated total energy ... -6693.7781 a.u.

---

[5]
Formula: C17H34NPPtSi
Source: the OMol25 dataset
Level of theory: ωB97M-V/def2-TZVPD

CARTESIAN COORDINATES (ANGSTROEM)
1 C -2.515 -0.054 -3.891
2 C -2.163 -1.164 -3.133
3 C -1.421 -1.026 -1.943
4 C -1.163 0.267 -1.466
5 C -1.427 1.369 -2.282
6 C -2.183 1.222 -3.449
7 C -0.944 -2.262 -1.254
8 C -0.257 -3.323 -2.172
9 N 1.101 -3.038 -2.532
10 Pt -0.392 0.673 0.470
11 C -0.877 2.712 -1.905
12 P 0.462 2.393 -0.685
13 H -2.449 -2.168 -3.453
14 H -2.456 2.113 -4.009
15 H -3.045 -0.166 -4.835
16 H -1.629 3.365 -1.426
17 H -0.454 3.263 -2.760
18 H -0.241 -1.994 -0.467
19 H -1.795 -2.766 -0.756
20 H -0.217 -4.264 -1.596
21 C 0.924 4.000 -0.032
22 C 1.856 1.779 -1.658
23 H -0.850 -3.507 -3.074
24 C 1.467 -2.508 -3.810
25 C 2.120 -3.129 -1.516
26 H 0.219 1.622 1.759
27 H 1.797 -3.306 -4.506
28 H 0.622 -1.975 -4.279
29 H 2.317 -1.813 -3.690
30 H 2.847 -3.928 -1.750
31 H 2.697 -2.190 -1.438
32 H 1.659 -3.352 -0.542
33 H 2.280 2.590 -2.260
34 H 2.603 1.407 -0.946
35 H 1.540 0.957 -2.305
36 H 1.032 4.715 -0.860
37 H 0.157 4.358 0.665
38 H 1.884 3.898 0.490
39 H 0.612 0.892 1.852
40 C -1.612 0.873 4.244
41 Si -0.954 -0.713 3.499
42 C 0.887 -0.868 3.843
43 C -1.847 -2.174 4.284
44 C -1.214 -0.824 1.629
45 H -1.543 0.825 5.341
46 H -2.667 1.020 3.977
47 H -1.048 1.752 3.912
48 H 1.067 -0.803 4.925
49 H 1.267 -1.838 3.493
50 H 1.471 -0.078 3.358
51 H -2.909 -2.184 4.003
52 H -1.403 -3.128 3.971
53 H -1.784 -2.113 5.379
54 H -2.279 -0.795 1.333
55 H -0.839 -1.824 1.334

Properties
HOMO energy (alpha / beta) ... -2.6 / -7.1 eV
M ... 506.60 g/mol
Frontier orbital gap (alpha / beta) ... 0.0999 / 0.1291 Eh
<S²> ... 2.010
Spin multiplicity ... 3
LUMO (alpha / beta) ... 0.085 / -3.570 eV
Calculated total energy ... -1472.8657 a.u.